No. 1
A structure of composition C27H40Br2GaN5O4Si. Source: OMol25; level of theory: wB97M-V/def2-TZVPD.

The energy is -244619.4792 eV. Its charge is +2. The strongest force on any atom comes out at 3.40 eV/Å.

Element x y z (Å)
1 Ga 8.81760 12.69662 14.56042
2 N 9.91315 9.25370 16.82368
3 C 9.50210 10.04089 15.88407
4 N 9.13053 11.31580 16.03112
5 C 9.13686 11.81449 17.30020
6 N 8.93816 13.06364 17.50145
7 N 8.59902 13.66538 16.33341
8 C 8.15145 14.87407 16.30043
9 C 8.04564 15.42988 14.95141
10 C 7.52018 16.69556 14.64569
11 C 7.31373 17.06529 13.33067
12 C 7.79724 16.26532 12.28104
13 C 8.37936 15.01312 12.68077
14 N 8.43644 14.61618 13.97450
15 C 9.64069 10.93186 18.46829
16 C 9.88144 11.39232 19.75904
17 C 10.49418 10.56202 20.67113
18 C 10.80890 9.27376 20.39096
19 C 10.62896 8.76796 19.13530
20 C 10.06625 9.62044 18.16901
21 H 10.11989 8.31487 16.53023
22 H 9.60695 9.78310 14.79264
23 H 8.09805 15.44203 17.23546
24 H 7.23314 17.28195 15.48985
25 H 6.86961 18.02677 13.13906
26 H 7.70107 16.58616 11.27174
27 H 8.91630 14.17413 12.10758
28 H 9.72077 12.43477 20.05804
29 H 10.66873 10.98265 21.65902
30 H 11.20316 8.67899 21.22203
31 H 11.02557 7.75053 18.92376
32 Br 11.70031 13.71175 15.30252
33 C 12.87571 13.20114 13.80799
34 Br 12.87106 14.53851 12.35804
35 H 12.39096 12.30102 13.39065
36 H 13.82504 13.08047 14.26542
37 C 9.18721 7.89640 10.91023
38 C 9.65871 8.43691 12.26042
39 C 9.48385 7.23933 13.25093
40 C 11.05106 9.11791 12.21821
41 O 8.73645 9.46976 12.81666
42 Si 8.48993 11.03359 12.46572
43 O 9.67030 11.98801 13.06188
44 O 7.90786 11.12612 11.01649
45 C 8.14075 11.77308 9.65199
46 C 7.76963 10.76222 8.57015
47 C 7.08957 12.92303 9.61499
48 C 9.55479 12.33217 9.59946
49 O 7.39222 11.62588 13.65488
50 C 5.85229 11.48118 13.72662
51 C 5.26536 10.91423 12.41700
52 C 5.56838 12.98619 13.82523
53 C 5.47605 10.74134 14.93288
54 H 9.59157 7.00006 10.41269
55 H 9.23407 8.74029 10.20537
56 H 8.11934 7.60887 11.05770
57 H 10.15729 6.42347 12.95158
58 H 8.44001 6.97222 13.17040
59 H 9.69588 7.50065 14.27106
60 H 11.91664 8.58964 11.77369
61 H 11.34604 9.44538 13.17443
62 H 10.94890 10.08260 11.65986
63 H 6.69807 10.43223 8.58875
64 H 8.32053 9.78700 8.59226
65 H 7.81294 11.11936 7.54297
66 H 6.01034 12.68697 9.36671
67 H 7.39338 13.63728 8.94556
68 H 7.19112 13.49037 10.51348
69 H 10.40458 11.74004 9.98951
70 H 9.52556 13.29627 10.19035
71 H 9.96257 12.51197 8.63510
72 H 5.48622 11.47688 11.50598
73 H 4.19791 10.82707 12.55671
74 H 5.56198 9.82535 12.30497
75 H 5.90969 13.46812 12.94509
76 H 5.93073 13.48023 14.72162
77 H 4.45219 13.15168 13.88996
78 H 5.92796 9.73311 14.89626
79 H 4.35427 10.75284 14.94744
80 H 5.89878 11.18929 15.80988

---

No. 2
A structure of composition C32H49BrClO2PRe. Source: OMol25; level of theory: wB97M-V/def2-TZVPD.

The energy is -132057.4138 eV. The spin multiplicity is 4. The strongest force on any atom comes out at 3.04 eV/Å.

Element x y z (Å)
1 Re -0.25442 -0.49407 -0.19707
2 Cl 1.25525 -1.72168 -1.40734
3 P 0.64424 1.64212 -0.90118
4 C -1.31995 -0.32751 -1.77571
5 H -2.38816 -0.09370 -1.58590
6 H -1.15171 -0.56791 -2.85504
7 C 1.24818 2.92105 0.37220
8 C -0.51965 2.68963 -2.01702
9 C 0.11055 3.68924 1.04999
10 H 1.72067 2.25811 1.12068
11 C 0.62964 4.40971 2.30140
12 H -0.29446 4.43766 0.35380
13 H -0.71271 3.01912 1.32673
14 C 1.77111 5.38216 1.98335
15 H -0.20161 4.94667 2.77340
16 H 0.96485 3.64620 3.01472
17 C 2.84583 4.77753 1.06955
18 H 1.35275 6.27766 1.50427
19 H 2.24237 5.71837 2.91414
20 C 2.28290 3.95943 -0.09745
21 H 3.48711 5.57403 0.66739
22 H 3.49295 4.12135 1.66813
23 H 1.80329 4.64687 -0.80987
24 H 3.11802 3.49706 -0.63299
25 C 2.21041 1.34283 -1.97786
26 C -0.15089 4.15420 -2.34634
27 H -0.46948 2.08336 -2.93990
28 C -1.08683 4.73811 -3.41920
29 H -0.24449 4.75352 -1.43015
30 H 0.88946 4.26794 -2.68255
31 C -2.58618 4.56784 -3.11589
32 H -0.85558 5.80213 -3.56316
33 H -0.86757 4.23109 -4.36906
34 C -2.90661 3.13904 -2.68185
35 H -2.88025 5.25184 -2.30809
36 H -3.18137 4.84723 -3.99490
37 C -1.97792 2.70748 -1.53898
38 H -3.95430 3.04182 -2.36970
39 H -2.75811 2.45853 -3.53233
40 H -2.08881 3.39274 -0.68252
41 H -2.28955 1.72599 -1.18266
42 C 3.44460 0.95090 -1.14120
43 H 1.90119 0.44560 -2.53744
44 C 4.60769 0.50187 -2.04001
45 H 3.77403 1.80022 -0.52864
46 H 3.18615 0.14512 -0.43779
47 C 4.94740 1.50004 -3.15494
48 H 5.49895 0.33235 -1.42319
49 H 4.34508 -0.46422 -2.49228
50 C 3.72098 2.03838 -3.90527
51 H 5.51134 2.34238 -2.73080
52 H 5.61617 1.01954 -3.87963
53 C 2.55499 2.43565 -2.99564
54 H 4.01145 2.91092 -4.50507
55 H 3.36580 1.27134 -4.60636
56 H 2.83108 3.36360 -2.47510
57 H 1.68119 2.67368 -3.61604
58 C 0.83342 -1.19773 1.85178
59 C -0.26443 -1.99160 1.52189
60 H 0.66190 -0.33806 2.50334
61 C -0.17099 -3.41845 0.98936
62 H -1.14431 -1.90763 2.17555
63 C 1.10240 -4.12366 1.50691
64 H -1.06929 -3.97213 1.32480
65 H -0.18767 -3.42049 -0.11180
66 C 2.33435 -3.21627 1.37750
67 H 0.94459 -4.35538 2.56752
68 H 1.25801 -5.08285 0.98499
69 C 2.20717 -1.82100 2.02106
70 H 3.19844 -3.73000 1.80857
71 H 2.50606 -3.05575 0.30655
72 H 2.41456 -1.91632 3.10045
73 H 2.99812 -1.17450 1.60859
74 Br -4.44417 1.14465 1.16030
75 C -3.87943 -0.24146 2.32861
76 C -4.65002 -1.38437 2.52100
77 C -4.20144 -2.39948 3.37360
78 C -3.08591 -2.19086 4.19016
79 C -2.34670 -1.00499 4.06476
80 C -2.63378 -0.14337 2.98945
81 C -1.55574 0.72179 2.39356
82 O -0.94126 1.53688 3.07633
83 O -1.42377 0.55090 1.09804
84 H -5.57589 -1.47495 1.95806
85 H -4.74944 -3.33858 3.41176
86 H -2.78439 -2.94955 4.91715
87 H -1.52770 -0.76007 4.75186

---

No. 3
A structure of composition C18H27CeN2O5P2S. Source: OMol25; level of theory: wB97M-V/def2-TZVPD.

The energy is -74635.4131 eV. Its charge is +3. The strongest force on any atom comes out at 3.27 eV/Å.

Element x y z (Å)
1 Ce 0.49991 0.73777 -0.48700
2 P 2.44499 -1.12234 0.01464
3 C 2.33370 -1.32657 -1.71569
4 C 1.15422 -1.45448 -2.52332
5 N -0.08288 -0.91633 -2.14369
6 C -1.23398 -1.28205 -2.77609
7 C -1.20833 -2.14267 -3.85490
8 C 0.01541 -2.59164 -4.34258
9 C 1.18782 -2.20434 -3.72839
10 C -2.57202 -0.72789 -2.27634
11 P -2.65320 1.00508 -1.77630
12 H 2.17887 -2.50914 -4.07401
13 H -2.14480 -2.39628 -4.34373
14 H 0.04764 -3.20718 -5.23705
15 H -3.30974 -0.84141 -3.07740
16 H -2.91755 -1.32219 -1.42082
17 H 2.16485 2.98070 -3.15424
18 H 3.30295 -1.30200 -2.23043
19 H 1.25395 6.27783 -0.13833
20 O 2.03010 2.09233 -2.78211
21 H 1.86588 1.45670 -3.53086
22 H -1.40452 1.20246 -0.99239
23 O 1.33996 5.32579 -0.28428
24 H 0.45123 4.94690 -0.14565
25 C -2.83556 2.14083 -3.13279
26 H -3.78492 1.99733 -3.66908
27 H -2.82706 3.17353 -2.75804
28 H -2.01647 2.03006 -3.85104
29 C -3.93230 1.34765 -0.58224
30 H -3.79816 2.35971 -0.18522
31 H -4.94284 1.29198 -1.01180
32 H -3.86695 0.65068 0.25707
33 C 2.51983 -2.84241 0.57571
34 H 3.51348 -3.22673 0.30695
35 H 2.34293 -2.86855 1.66158
36 H 1.74789 -3.40587 0.03246
37 C 4.08850 -0.42446 0.38910
38 H 4.09653 -0.08834 1.43804
39 H 4.84619 -1.20375 0.23187
40 H 4.30331 0.43086 -0.26828
41 O 1.53577 2.52747 3.87722
42 S 1.53453 1.15761 3.46273
43 O 2.76847 0.41990 3.36755
44 N 0.67885 0.93558 1.98695
45 C -0.47757 0.26731 2.13987
46 O -1.16115 -0.00117 1.07116
47 C -0.74120 -0.16235 3.50970
48 C -1.76993 -0.99631 3.98332
49 C -1.75366 -1.32929 5.34085
50 C -0.72809 -0.86944 6.19313
51 C 0.31892 -0.07835 5.69211
52 C 0.28690 0.24758 4.33788
53 H -2.54028 -1.35290 3.29459
54 H -2.54697 -1.95344 5.75859
55 H -0.73950 -1.13435 7.25375
56 H 1.13604 0.28054 6.31733

---

No. 4
A structure of composition C69H57AsBrF9N4O2P2S2Sc. Source: OMol25; level of theory: wB97M-V/def2-TZVPD.

The energy is -298827.7502 eV. Its charge is -1. The strongest force on any atom comes out at 1.60 eV/Å.

Element x y z (Å)
1 Sc 0.60418 -0.17592 -0.17583
2 O -1.37805 -1.56122 -5.14481
3 C -2.38819 -0.91102 -4.55629
4 C -3.51176 -0.60220 -5.32672
5 C -4.59715 0.04619 -4.77356
6 C -4.58589 0.41598 -3.43276
7 C -3.46911 0.14483 -2.67029
8 C -2.36057 -0.51389 -3.20449
9 C -1.17729 -0.69859 -2.34362
10 O -1.16563 -0.23345 -1.15532
11 N -0.15860 -1.36214 -2.87173
12 N 0.94220 -1.36030 -2.06963
13 C 1.90303 -2.15615 -2.34351
14 C 3.09576 -2.08985 -1.51425
15 C 4.13625 -3.00222 -1.66345
16 C 5.23731 -2.90453 -0.83614
17 C 5.27832 -1.87408 0.09133
18 C 4.20130 -1.00617 0.16606
19 N 3.12717 -1.10210 -0.60698
20 H -0.67019 -1.67782 -4.45594
21 H -3.50476 -0.87609 -6.37250
22 H -5.44649 0.28959 -5.39883
23 H -5.43130 0.92840 -2.99479
24 H -3.42486 0.45685 -1.63650
25 H 1.83635 -2.86948 -3.16219
26 H 4.03492 -3.79989 -2.38570
27 H 6.04339 -3.62313 -0.90152
28 H 6.11074 -1.75973 0.77006
29 H 4.20325 -0.19607 0.88725
30 F -5.95160 4.32533 3.59020
31 C -5.23549 3.21276 3.41277
32 C -5.43371 2.11900 4.23040
33 F -6.35377 2.17611 5.19879
34 C -4.70189 0.96182 4.02859
35 F -4.98740 -0.06801 4.82842
36 C -3.74953 0.84694 3.02069
37 P -2.71756 -0.67717 2.69144
38 C -4.18750 -1.66338 2.16105
39 C -4.45634 -1.62616 0.79319
40 C -5.52636 -2.33039 0.26721
41 C -6.33903 -3.07632 1.10857
42 C -6.07287 -3.11850 2.46876
43 C -5.00059 -2.41699 3.00220
44 C -2.46244 -1.24333 4.40948
45 C -2.27445 -0.35646 5.46360
46 C -2.03157 -0.83300 6.74125
47 C -1.93836 -2.19628 6.97087
48 C -2.06807 -3.08459 5.91326
49 C -2.31398 -2.60977 4.63731
50 C -3.58383 1.96548 2.18416
51 Br -2.46818 1.94114 0.64524
52 C -4.30915 3.13203 2.39075
53 F -4.13966 4.19011 1.59367
54 H -3.78809 -1.06871 0.14885
55 H -5.72103 -2.30422 -0.79813
56 H -7.17392 -3.63883 0.71049
57 H -6.70849 -3.70517 3.11985
58 H -4.78752 -2.47347 4.05982
59 H -2.31697 0.71181 5.29260
60 H -1.91078 -0.13537 7.56034
61 H -1.74971 -2.56680 7.97016
62 H -1.97624 -4.14911 6.08541
63 H -2.38220 -3.29406 3.80353
64 F 0.32544 0.56871 1.77596
65 C 0.78195 -0.61710 2.52442
66 F 1.59900 -1.17240 1.48788
67 C 1.78346 -0.06846 3.52167
68 F 2.34008 -1.05169 4.24022
69 F 2.83462 0.63747 2.99391
70 F 1.18824 0.77219 4.38504
71 C 8.34548 2.44705 -1.93257
72 C 6.93872 2.29187 -1.42733
73 C 6.57744 2.72903 -0.16107
74 C 5.25926 2.68745 0.26936
75 C 4.93829 3.21029 1.64471
76 C 4.24605 2.21368 -0.58857
77 As 2.41681 2.28906 0.24072
78 N 1.07494 1.73517 -0.87752
79 C 0.65465 2.50858 -1.95974
80 C -0.68096 2.47810 -2.39377
81 C -1.10488 3.18646 -3.50156
82 C -0.22168 3.97936 -4.21867
83 C 1.09096 4.06305 -3.78172
84 C 1.51761 3.35127 -2.67668
85 C 2.09557 4.31094 0.24457
86 C 1.03655 4.65007 1.11153
87 C 0.49019 3.66291 2.11068
88 C 0.49079 5.92454 1.11207
89 C 0.97037 6.92550 0.28141
90 C 0.34158 8.29099 0.27390
91 C 2.07547 6.62286 -0.49170
92 C 2.65265 5.35195 -0.51373
93 C 3.91303 5.27204 -1.34304
94 C 4.62593 1.65941 -1.81928
95 C 3.66294 1.00905 -2.77829
96 C 5.95893 1.71870 -2.21898
97 H 8.98757 2.85977 -1.15688
98 H 8.36189 3.12235 -2.78891
99 H 8.75548 1.48960 -2.25343
100 H 7.33944 3.13191 0.49697
101 H 5.84746 3.33277 2.23138
102 H 4.26121 2.53370 2.17025
103 H 4.43281 4.17737 1.57647
104 H -1.40448 1.89680 -1.84629
105 H -2.14163 3.11445 -3.80824
106 H -0.55421 4.51991 -5.09468
107 H 1.79700 4.68512 -4.32023
108 H 2.54985 3.41734 -2.36795
109 H -0.03403 2.86128 1.59598
110 H -0.20862 4.15982 2.78232
111 H 1.30147 3.22779 2.69834
112 H -0.34068 6.14120 1.77260
113 H -0.66245 8.24975 0.69375
114 H 0.28598 8.68918 -0.73894
115 H 0.93609 8.98311 0.87397
116 H 2.51145 7.39183 -1.12166
117 H 3.70909 5.61203 -2.35987
118 H 4.33655 4.27846 -1.38427
119 H 4.66717 5.93750 -0.91619
120 H 2.69664 0.82618 -2.31950
121 H 4.06571 0.05441 -3.12246
122 H 3.50480 1.63621 -3.65761
123 H 6.22660 1.32743 -3.19479
124 S 1.91201 -4.74198 0.00900
125 P -0.01434 -4.38809 -0.14522
126 S -0.74862 -2.60987 0.42923
127 C -0.98572 -5.68552 0.72874
128 C -0.58750 -7.01479 0.63470
129 C -1.32149 -8.00335 1.26852
130 C -2.44294 -7.67000 2.01616
131 C -2.84093 -6.34617 2.10908
132 C -2.12309 -5.35819 1.45279
133 C -0.61179 -4.75197 -1.84662
134 C 0.14431 -5.57547 -2.67154
135 C -0.35731 -5.96904 -3.90316
136 C -1.60840 -5.53234 -4.31259
137 C -2.35352 -4.69291 -3.49678
138 C -1.86161 -4.30610 -2.26095
139 H 0.30412 -7.26375 0.07278
140 H -1.02124 -9.04037 1.18664
141 H -3.00848 -8.43780 2.52816
142 H -3.71414 -6.07533 2.68732
143 H -2.44555 -4.32700 1.49160
144 H 1.11999 -5.90200 -2.33291
145 H 0.22416 -6.62467 -4.53923
146 H -2.00430 -5.84426 -5.27039
147 H -3.32666 -4.34654 -3.82015
148 H -2.44066 -3.66008 -1.61132

---

No. 5
The molecule C2H7N3S. Source: OMol25; level of theory: wB97M-V/def2-TZVPD.

The SMILES is C/C(=N/S)NN. The energy is -17491.4613 eV. The strongest force on any atom comes out at 1.66 eV/Å.

Element x y z (Å)
1 C 2.28590 0.46349 0.53813
2 C 0.83944 0.12604 0.15949
3 H 2.97822 -0.02178 -0.20223
4 H 2.56700 0.16295 1.53511
5 H 2.34104 1.53754 0.44613
6 H 1.34099 -1.78421 0.44222
7 H -1.02296 -1.97911 -0.60474
8 H -1.34005 -1.37806 0.88363
9 H -1.87656 1.95154 -0.85807
10 N 0.54595 -1.20179 0.26472
11 N -0.64240 -1.89283 0.33467
12 N 0.13213 1.12168 -0.24452
13 S -1.49934 0.73653 -0.51949